1.
Density functional theory data (ωB97M-V/def2-TZVPD) for a molecular structure, C17H31Cl3MoO2P2 in a non-equilibrium geometry.

```
56
Properties=species:S:1:pos:R:3:forces:R:3:lowdin_spin:R:1
P 4.652 3.147 0.371 3.40 5.09 0.11 0.00
P 1.973 1.485 -1.829 0.86 4.24 -3.72 -0.02
C 4.421 2.907 -1.401 -0.36 -1.66 -1.70 0.01
C 3.001 3.015 -1.985 -0.09 -0.12 0.75 0.00
H 4.863 1.918 -1.591 -0.35 0.32 -0.12 0.01
H 5.069 3.630 -1.919 0.00 0.13 0.71 0.00
H 2.439 3.869 -1.585 0.11 -0.14 -0.05 0.00
H 3.033 3.190 -3.066 0.38 -0.06 0.17 0.00
C 3.166 0.194 -2.517 -0.63 -0.37 0.59 0.01
H 2.698 -0.808 -2.573 0.08 0.30 -0.23 0.00
H 4.081 0.095 -1.921 -0.39 0.17 -0.08 0.01
H 3.389 0.493 -3.547 -0.29 -0.01 0.07 0.00
C 0.693 1.977 -3.095 0.42 0.23 -0.73 -0.01
H 1.144 2.412 -4.014 -0.12 -0.43 0.50 0.00
H 0.059 2.770 -2.645 0.38 -0.52 -0.19 0.00
H 0.119 1.069 -3.409 0.43 0.71 0.23 0.00
C 6.353 3.394 1.140 1.30 -0.78 0.32 0.00
H 6.342 4.300 1.756 -0.29 0.00 -0.44 0.00
H 7.119 3.512 0.376 -0.11 -0.06 -0.27 0.00
H 6.693 2.612 1.821 0.02 -0.04 -0.51 0.00
C 4.820 5.045 0.068 -0.41 0.82 0.38 0.00
H 4.054 5.413 -0.621 -0.07 -0.19 0.17 0.00
H 5.808 5.210 -0.386 -0.34 -0.24 0.05 0.00
H 4.777 5.631 1.001 0.05 -0.27 -0.54 0.00
Mo 1.009 -0.030 -0.668 -4.75 -6.09 0.67 0.82
C 5.987 0.512 -0.503 0.00 -2.40 1.22 0.73
C 6.112 0.486 0.819 0.27 0.50 -0.28 0.11
C 5.163 0.079 1.943 0.29 -0.34 0.25 0.03
C 4.252 1.141 2.674 -0.41 -0.77 0.13 0.00
C 4.458 2.600 2.461 -2.33 1.02 2.00 0.00
C 3.525 3.564 1.867 -1.19 -3.09 -0.38 0.00
C 2.215 3.009 1.167 -0.64 -0.12 -0.29 0.01
C 2.328 1.615 0.467 0.82 -0.72 1.22 0.06
C -0.516 1.408 -0.552 -0.01 0.60 -0.15 0.00
H 6.293 -0.153 -1.327 -0.10 1.24 -0.02 0.04
H 7.092 0.810 1.205 -0.05 -0.26 -0.07 0.04
H 5.812 -0.322 2.731 0.00 0.01 -0.34 0.00
H 4.534 -0.766 1.644 -0.08 0.36 -0.17 0.00
H 3.204 0.825 2.571 0.43 0.47 -0.34 0.00
H 4.447 0.992 3.747 0.26 0.40 -0.11 0.00
H 5.202 3.048 3.150 -0.29 -0.25 -0.90 0.00
H 3.508 4.598 2.219 0.27 -0.34 -0.32 0.00
H 1.824 3.750 0.450 0.39 0.19 0.50 0.00
H 1.451 2.940 1.950 0.08 0.07 -0.02 0.00
H 3.382 1.233 0.389 -0.66 0.06 0.48 0.01
H 1.721 0.907 1.114 1.46 0.85 0.01 0.00
H -1.048 1.521 -1.512 0.13 -0.11 0.59 0.01
H -0.253 2.404 -0.137 -0.36 -0.49 -0.25 0.01
H -1.199 0.875 0.141 0.41 0.08 -0.06 0.00
Cl 1.308 -2.794 -1.730 0.36 0.01 0.50 0.01
C 0.074 -1.532 -1.999 0.10 0.10 0.11 0.05
Cl -1.462 -1.902 -1.229 0.51 0.35 0.29 0.09
Cl 0.864 -1.245 1.339 0.66 0.73 -0.01 0.00
C -0.084 -1.577 -3.655 -0.61 -0.05 -2.10 0.00
O -0.836 -2.470 -4.054 1.39 1.59 1.34 -0.01
O 0.619 -0.710 -4.229 -0.32 -0.70 1.01 0.00
```
Positions in Å, forces in eV/Å.

Values from the calculation:
<S²>: 2.063
2S+1: 3
energy above the lowest of the compared OMol25 structures with the same formula, charge and spin: 8.332 eV
frontier orbital gap (spin up / spin down): 3.612 / 3.620 eV
LUMO (spin up / spin down): -0.349 / -0.348 hartree
charge: +2


2.
Density functional theory data (ωB97M-V/def2-TZVPD) for a molecular structure, C17H31CuN2O2P2 in a non-equilibrium geometry.

```
55
Properties=species:S:1:pos:R:3:forces:R:3:lowdin_spin:R:1
Cu -0.230 -0.819 0.378 -1.61 -0.09 0.20 0.45
P 1.370 -1.116 1.811 1.33 -0.91 1.54 0.11
C 2.232 -2.559 1.044 -0.33 -0.18 -0.63 0.01
C 1.801 -2.782 -0.384 -0.28 -0.22 -0.41 0.00
N 0.760 -2.053 -0.843 0.71 -0.04 -0.37 0.03
C 0.268 -2.258 -2.078 -0.42 -0.67 0.10 0.00
C 0.687 -3.372 -2.806 -0.16 0.38 -0.03 0.00
C 1.728 -4.163 -2.330 -0.02 -0.03 -0.26 0.00
C 2.352 -3.818 -1.141 0.13 0.13 0.41 0.00
C -0.835 -1.333 -2.559 0.18 -0.52 0.14 0.00
P -0.437 0.448 -2.215 -0.77 0.13 -0.39 0.00
H 3.222 -4.366 -0.748 -0.59 0.21 -0.26 0.00
H 0.156 -3.593 -3.725 0.26 -0.08 0.01 0.00
H 2.038 -5.051 -2.885 -0.02 0.34 0.13 0.00
H -0.980 -1.500 -3.630 -0.12 0.02 0.15 0.00
H -1.791 -1.558 -2.058 0.28 -0.12 0.02 0.00
H 3.309 -2.451 1.109 0.25 -0.05 0.08 0.00
H 1.942 -3.493 1.573 0.24 0.72 0.04 0.00
H 4.657 -0.485 -2.710 0.08 -0.04 0.13 0.00
O 5.063 0.382 -2.621 -0.01 0.30 0.59 0.00
H 5.228 0.524 -1.670 -0.09 -0.26 -0.71 0.00
H 2.238 2.906 -1.868 0.00 0.05 -0.06 0.00
O 1.902 3.375 -1.097 0.37 -0.20 0.28 0.00
H 2.686 3.492 -0.538 -0.33 0.11 -0.23 0.00
C -0.002 0.907 -3.952 0.61 0.22 0.08 0.00
H -0.600 0.333 -4.682 0.23 0.32 0.42 0.00
H -0.196 1.983 -4.087 0.22 -0.38 0.00 0.00
H 1.068 0.702 -4.106 -0.31 0.16 -0.23 0.00
C -2.117 1.204 -2.221 0.03 0.09 0.12 0.00
H -1.987 2.271 -1.970 -0.15 -0.41 -0.05 0.00
H -2.570 1.135 -3.221 0.02 -0.05 0.34 0.00
H -2.761 0.730 -1.467 0.12 0.21 -0.17 0.00
C 1.240 -1.868 3.470 -0.54 0.29 0.18 0.01
H 2.234 -2.117 3.883 -0.39 0.21 -0.30 0.00
H 0.718 -1.168 4.134 0.12 -0.32 0.01 0.00
H 0.649 -2.791 3.365 0.10 0.36 0.20 0.00
C 2.537 0.261 2.058 0.04 0.33 -0.31 0.03
H 2.107 0.910 2.837 0.10 -0.19 -0.26 0.00
H 3.542 -0.050 2.376 -0.33 -0.08 -0.08 0.01
H 2.601 0.848 1.130 0.06 -0.13 0.29 0.00
C -2.679 -3.135 0.729 -0.11 -0.58 -0.38 0.00
C -2.780 -1.881 1.490 -1.77 0.38 2.00 0.03
C -3.785 -1.540 2.431 1.56 -0.80 -1.54 0.06
C -3.470 -0.253 2.912 1.61 0.97 -0.67 0.08
C -2.292 0.160 2.249 -1.86 -0.87 1.00 0.00
C -1.565 1.425 2.442 0.28 0.57 0.19 0.00
N -1.901 -0.831 1.378 0.75 0.87 -0.67 0.17
H -2.851 -3.989 1.397 0.12 0.11 -0.28 0.00
H -1.693 -3.245 0.264 -0.06 -0.10 -0.02 0.00
H -3.447 -3.177 -0.057 0.28 -0.11 0.04 0.00
H -4.613 -2.174 2.702 -0.07 0.03 0.00 0.00
H -4.002 0.345 3.645 0.03 -0.16 -0.18 0.00
H -2.269 2.271 2.403 0.40 -0.15 -0.06 0.00
H -1.086 1.453 3.435 0.01 0.10 -0.30 0.00
H -0.792 1.564 1.672 -0.15 0.13 0.14 0.00
```
Positions in Å, forces in eV/Å.

Values from the calculation:
<S²>: 0.758
2S+1: 2
energy above the lowest of the compared OMol25 structures with the same formula, charge and spin: 0.000 eV
frontier orbital gap (spin up / spin down): 6.601 / 4.329 eV
LUMO (spin up / spin down): -0.112 / -0.194 hartree
charge: +1